Record 1
Density functional theory data (the ωB97M-V functional and the def2-TZVPD basis) for a molecular structure, C49H60ClN5O5PbS2SbSeTe in a non-equilibrium geometry.

Its net charge is 0. For the energy above the lowest of the compared OMol25 structures with the same formula, charge and spin, the calculation gives 22.6 kcal per mole. The multiplicity is 2. As for the HOMO energy (spin up / spin down): -6.56 / -6.56 eV. The electronic energy comes out at -188092.21160 eV. The value obtained for the strongest force on any atom is 0.0244 Eh/bohr. The frontier orbital gap (spin up / spin down) comes out at 6.591 / 3.846 eV. Its LUMO energy (spin up / spin down) is 0.03 / -2.71 eV.

```
126
Properties=species:S:1:pos:R:3:forces:R:3:mulliken_spin:R:1
Pb 0.018946 0.621268 0.025907 -0.6 -0.5 0.6 0.0153
O 0.354967 -5.377027 -1.601628 0.0 0.1 -0.5 -0.0001
C 0.256951 -5.380714 -0.286807 0.0 0.0 0.3 0.0001
O 0.795410 -6.217367 0.398416 0.0 0.0 -0.2 0.0000
C -0.572320 -4.307131 0.327407 -0.2 0.0 0.3 0.0012
C -1.007383 -4.303926 1.650597 0.3 0.0 -0.5 0.0009
Cl -0.699298 -5.437026 2.871250 0.0 0.0 0.1 0.0003
N -1.718927 -3.167975 1.851568 0.4 -0.6 -0.5 -0.0001
N -1.743794 -2.431785 0.739649 -0.1 0.4 -0.4 0.0024
C -1.077479 -3.087030 -0.193596 0.1 -0.3 0.5 0.0083
C -0.952165 -2.459135 -1.553707 -0.1 0.0 0.3 -0.0293
O -0.665831 -3.164147 -2.527775 0.1 -0.4 -0.5 0.0089
O -1.176507 -1.220476 -1.583269 0.0 0.2 -0.4 0.0812
C -2.375080 -2.668798 2.993500 -0.4 0.5 0.6 -0.0003
C -2.394219 -1.288232 3.154575 0.0 -0.1 -0.2 0.0000
C -3.067998 -0.722788 4.217314 -0.2 -0.1 -0.1 -0.0005
C -3.725557 -1.536258 5.125415 -0.1 0.0 0.0 0.0000
C -3.700620 -2.911408 4.965375 0.0 0.0 0.1 0.0000
C -3.031013 -3.489359 3.900856 0.1 0.0 -0.2 -0.0001
H -0.077816 -4.577853 -2.039747 0.1 -0.2 0.3 0.0003
H -1.867492 -0.675123 2.438326 0.0 0.0 0.0 0.0008
H -3.057048 0.349519 4.342504 0.0 0.1 0.0 0.0000
H -4.250348 -1.100255 5.961459 -0.1 0.0 0.1 0.0000
H -4.203645 -3.547892 5.677140 -0.1 -0.1 0.1 0.0000
H -3.020560 -4.559462 3.779303 -0.1 -0.1 0.0 0.0000
O -0.069429 1.710703 -2.295022 -0.3 -0.4 0.2 -0.0003
N 0.700335 2.742738 -2.518654 0.3 0.7 0.1 0.0111
C 1.090714 2.982137 -3.779815 0.2 0.1 -0.6 -0.0001
C 1.851993 4.071938 -4.111585 0.0 0.0 0.0 0.0089
C 2.200409 4.978113 -3.110999 -0.1 -0.1 0.1 -0.0003
C 1.800651 4.721880 -1.822226 0.2 0.1 -0.4 0.0001
C 1.074026 3.570653 -1.506497 0.0 -0.1 0.4 -0.0015
S 0.697286 3.231425 0.131911 -0.1 0.6 0.2 0.0019
H 0.748728 2.246762 -4.495155 0.1 0.0 0.0 0.0057
H 2.163120 4.211216 -5.133290 0.0 0.0 -0.1 0.0000
H 2.771475 5.863001 -3.343479 0.1 0.1 0.0 0.0002
H 2.041616 5.390835 -1.011678 0.0 0.0 0.1 -0.0001
Te -1.407396 0.052751 -3.993448 -0.3 -0.1 -0.7 0.8271
C -2.222519 -0.828184 -5.784290 0.1 0.0 0.2 -0.0319
C -2.378800 -2.206612 -5.872595 0.1 0.0 0.4 0.0322
C -2.835247 -2.786752 -7.045606 0.0 -0.1 -0.1 -0.0089
C -3.125831 -2.000160 -8.147300 0.0 0.0 0.0 0.0191
C -2.950785 -0.627332 -8.073514 0.0 0.0 -0.1 -0.0062
C -2.497406 -0.046267 -6.903022 0.1 0.3 0.1 0.0131
C -2.897726 1.561301 -3.968074 -0.1 -0.1 0.1 0.0485
C -4.137287 1.342348 -4.559978 0.0 -0.4 -0.1 -0.0280
C -5.096750 2.337430 -4.577962 0.0 0.1 -0.1 -0.0180
C -4.842377 3.567185 -3.990563 0.0 0.0 0.0 0.0486
C -3.633795 3.774651 -3.346514 -0.1 0.1 -0.1 -0.0204
C -2.676591 2.777205 -3.333832 0.4 0.1 0.2 -0.0496
H -2.141001 -2.823737 -5.017388 0.0 -0.1 0.1 -0.0075
H -2.969836 -3.857556 -7.099057 0.0 -0.1 0.0 -0.0007
H -3.487262 -2.451730 -9.060830 0.0 0.0 0.0 0.0009
H -3.165728 -0.007128 -8.932153 0.0 0.1 0.0 -0.0006
H -2.355510 1.025859 -6.862209 -0.1 0.1 0.0 0.0022
H -4.356288 0.389383 -5.016410 -0.1 -0.1 -0.1 -0.0037
H -6.043417 2.148693 -5.063401 -0.1 0.0 0.0 -0.0009
H -5.586901 4.348868 -4.018410 -0.1 0.0 0.0 0.0027
H -3.437640 4.715916 -2.848869 0.0 0.0 0.0 -0.0005
H -1.754860 2.945642 -2.810480 0.2 0.0 0.1 0.0291
C 5.450033 -0.956663 -3.274445 0.2 0.1 0.1 0.0001
C 6.328125 -1.104084 -2.036420 0.0 -0.2 0.0 0.0000
C 5.814639 -2.160143 -1.057203 0.0 0.3 0.0 0.0000
C 4.428636 -1.844650 -0.503521 0.1 -0.6 -0.2 0.0001
N 4.418311 -0.580504 0.197474 0.2 0.1 0.6 -0.0001
C 3.540412 0.393493 0.019269 -0.1 0.5 -0.3 0.0003
S 2.388281 0.282934 -1.252200 0.0 0.0 -0.3 -0.0065
N 3.580749 1.504499 0.750326 0.1 0.0 -0.1 0.0000
C 4.358079 1.679544 1.960793 0.5 -0.1 0.0 -0.0001
C 5.800703 2.113421 1.694575 -0.1 0.1 0.3 0.0000
C 6.594158 2.251382 2.996235 0.0 -0.2 -0.2 0.0000
C 6.920164 0.917068 3.659036 -0.1 0.3 0.0 0.0000
H 5.952902 -0.348622 -4.023599 0.0 0.1 -0.1 0.0000
H 4.505297 -0.476913 -3.031408 -0.1 0.0 0.0 0.0000
H 5.247114 -1.931886 -3.710114 -0.1 -0.1 -0.1 0.0000
H 6.394383 -0.140512 -1.526376 0.1 0.0 0.0 0.0000
H 7.338303 -1.384002 -2.345619 0.0 0.1 0.1 0.0000
H 6.524088 -2.261416 -0.232930 0.0 -0.1 0.1 0.0000
H 5.761510 -3.125291 -1.559110 0.0 -0.1 0.0 0.0000
H 4.115348 -2.634088 0.186414 -0.1 0.0 -0.1 0.0000
H 3.704956 -1.780655 -1.313791 0.0 -0.1 0.2 0.0000
H 5.064931 -0.503800 0.969048 0.0 0.1 0.0 0.0000
H 2.827230 2.167672 0.578952 0.0 -0.2 0.0 0.0000
H 4.334190 0.748917 2.535257 -0.2 0.1 0.1 0.0000
H 3.869927 2.446087 2.563414 -0.1 -0.1 0.0 0.0000
H 5.783892 3.075263 1.179129 0.0 0.0 -0.1 0.0000
H 6.298452 1.399670 1.035236 0.1 0.0 -0.1 0.0000
H 6.032491 2.871947 3.696477 0.0 0.1 0.0 0.0000
H 7.529399 2.768780 2.776619 0.0 0.1 0.1 0.0000
H 6.020238 0.383306 3.952181 -0.1 -0.1 0.0 0.0000
H 7.506550 1.086745 4.558676 0.1 -0.1 0.1 0.0000
H 7.498771 0.287591 2.985822 0.1 -0.1 0.0 0.0000
C -1.961559 1.369991 7.547278 0.1 0.0 0.0 0.0000
C -1.136863 1.021484 6.346179 0.0 0.0 -0.1 0.0000
C -0.747248 2.000928 5.445961 0.0 -0.1 0.1 -0.0001
C 0.002799 1.699700 4.318002 0.0 0.0 0.1 0.0000
C 0.405128 2.805813 3.396440 0.0 0.0 0.0 -0.0001
C 0.351505 0.370417 4.076891 0.4 -0.2 -0.6 -0.0002
Se 1.355020 -0.120946 2.493211 0.1 -0.1 0.3 -0.0002
C 0.013470 -0.628067 4.994501 0.0 0.1 0.1 0.0003
C 0.426856 -2.048834 4.785769 0.0 0.0 0.0 0.0001
C -0.731707 -0.284998 6.111955 0.2 0.2 0.1 0.0000
H -2.526081 2.284325 7.382244 -0.1 0.1 0.0 0.0000
H -1.318349 1.525657 8.412463 0.0 0.0 0.2 0.0000
H -2.653364 0.566426 7.785999 -0.1 -0.1 0.1 0.0000
H -1.031715 3.031807 5.616995 0.0 0.1 0.1 0.0000
H 0.360069 3.770149 3.898231 -0.1 0.1 0.0 0.0000
H -0.261035 2.839526 2.531740 0.0 0.1 0.0 0.0000
H 1.417055 2.645763 3.025828 0.0 0.0 -0.1 0.0000
H 0.284577 -2.336413 3.746122 0.1 -0.1 0.0 -0.0001
H -0.146244 -2.717408 5.422344 0.0 -0.1 0.1 0.0000
H 1.488143 -2.163262 5.009210 0.1 -0.1 0.0 0.0000
H -1.012441 -1.063248 6.809559 -0.1 -0.1 0.1 0.0000
C -5.016537 -1.059678 1.148298 0.3 0.2 -0.3 0.0011
Sb -3.614894 -0.241029 -0.304177 -1.1 0.5 0.3 0.0138
C -5.052649 1.311126 -0.904784 0.2 -0.4 0.0 0.0025
C -4.248473 -1.642701 -1.815848 0.2 0.2 0.2 0.0264
H -6.012646 -1.062876 0.721524 -0.2 0.0 -0.2 0.0003
H -5.016722 -0.449842 2.044105 0.0 0.1 0.2 0.0000
H -4.728489 -2.069674 1.415784 0.1 -0.2 0.0 -0.0004
H -5.848527 0.895712 -1.517472 -0.1 -0.1 0.0 0.0000
H -4.556702 2.097914 -1.461172 0.1 0.1 -0.1 -0.0013
H -5.479848 1.745106 -0.006420 -0.1 0.1 0.2 0.0003
H -5.328921 -1.736643 -1.808262 -0.2 0.1 0.0 0.0010
H -3.804432 -2.609817 -1.619228 0.1 -0.3 0.0 0.0035
H -3.912583 -1.304290 -2.789105 0.0 0.0 -0.3 -0.0020
```
Positions in Å, forces in eV/Å.

***

Record 2
Density functional theory data (the ωB97M-V functional and the def2-TZVPD basis) for a molecular structure, C5H6Cl2GaO4Tm in a non-equilibrium geometry.

Its net charge is +4. For the energy above the lowest of the compared OMol25 structures with the same formula, charge and spin, the calculation gives 45.3 kcal per mole. The multiplicity is 3. As for the HOMO energy (spin up / spin down): -25.12 / -25.12 eV. The electronic energy comes out at -120369.78555 eV. The value obtained for the strongest force on any atom is 0.2505 Eh/bohr. The frontier orbital gap (spin up / spin down) comes out at 5.155 / 5.157 eV. Its LUMO energy (spin up / spin down) is -19.96 / -19.96 eV.

```
19
Properties=species:S:1:pos:R:3:forces:R:3:mulliken_spin:R:1
Ga 0.951852 1.517287 -2.892319 2.6 -2.2 6.9 -0.0006
Tm -0.150492 -0.120219 -0.572659 0.2 0.5 2.3 2.0053
Cl 0.364666 2.286844 -0.538683 0.4 0.5 -2.0 -0.0010
Cl 2.123919 -0.515288 -1.825122 -1.5 1.6 -0.7 -0.0040
C -0.418048 -2.351282 -0.802109 -1.1 -7.8 -0.7 0.0020
C 0.108871 2.996427 -3.485005 -6.1 10.4 -4.5 -0.0003
C 1.478142 0.939042 -4.521238 3.6 -4.0 -11.6 -0.0001
O -0.571888 -3.482585 -0.888469 0.7 4.5 0.3 -0.0010
O -0.446550 3.915444 -3.933527 3.3 -5.4 2.7 0.0001
O 1.754195 0.609808 -5.602862 -1.6 1.9 6.4 0.0000
C -0.575611 -0.709474 3.706953 0.0 -0.5 -0.4 0.0007
C -0.513143 -1.054932 2.244150 0.1 0.0 0.7 -0.0006
O -0.201274 0.227479 1.523847 -0.8 0.9 -1.6 -0.0007
H 0.373634 -0.331139 4.057790 0.3 0.1 0.1 -0.0001
H -0.792944 -1.636172 4.206957 -0.2 -0.4 0.6 -0.0001
H -1.365120 -0.000392 3.915500 -0.3 0.1 0.1 0.0000
H 0.317923 -1.714980 1.982389 0.1 -0.1 0.1 -0.0005
H -1.455107 -1.406746 1.827266 -0.3 -0.3 0.1 0.0005
H -0.983026 0.830876 1.597142 0.6 0.0 1.1 0.0004
```
Positions in Å, forces in eV/Å.